(1)
This record from OMol25 describes a single C5H9N molecule. The level of theory is wB97M-V/def2-TZVPD.

XYZ file:
```
15
Properties=species:S:1:pos:R:3:mulliken_charge:R:1
C -0.581 1.340 -0.337 -1.456
C -0.443 0.004 0.392 0.582
C -0.996 -1.141 -0.460 -1.413
C 1.010 -0.242 0.858 -0.550
C 2.052 -0.113 -0.181 0.202
N 2.933 0.091 -0.906 -0.455
H -0.205 2.172 0.269 0.348
H -1.631 1.542 -0.577 0.403
H -0.019 1.327 -1.279 0.358
H -1.041 0.050 1.314 0.230
H -0.461 -1.229 -1.413 0.332
H -2.052 -0.956 -0.692 0.374
H -0.938 -2.107 0.055 0.374
H 1.090 -1.226 1.335 0.349
H 1.281 0.491 1.623 0.320
```

Its gap between HOMO and LUMO is 12.31 eV. For the HOMO energy, the calculation gives -11.4746 eV. The value obtained for the relative energy (zero: lowest compared OMol25 entry of this formula, charge and spin) is 0.053 eV. The LUMO energy comes out at 0.0306 Eh. Its structure (SMILES) is CC(C)CC#N.

***

(2)
This record from OMol25 describes a single C3H4N2O2 molecule. The level of theory is wB97M-V/def2-TZVPD.

XYZ file:
```
11
Properties=species:S:1:pos:R:3:mulliken_charge:R:1
O 1.994 -1.198 0.945 -0.384
C 0.747 -0.708 0.929 -0.378
N -0.573 -1.109 -0.791 -0.600
C -1.090 0.044 -0.619 0.357
O -2.403 0.441 -0.783 -0.523
C -0.161 1.080 -0.253 -0.088
N 0.854 0.623 0.442 0.096
H 1.943 -2.074 1.351 0.414
H -2.863 -0.338 -1.132 0.370
H -0.178 2.101 -0.601 0.425
H 1.731 1.138 0.512 0.311
```

Its gap between HOMO and LUMO is 7.22 eV. For the HOMO energy, the calculation gives -7.6762 eV. The value obtained for the relative energy (zero: lowest compared OMol25 entry of this formula, charge and spin) is 6.087 eV. The LUMO energy comes out at -0.0169 Eh.

***

(3)
This record from OMol25 describes 5 unconnected molecules or ions with the total composition C6H19NO5. The level of theory is wB97M-V/def2-TZVPD.

XYZ file:
```
31
Properties=species:S:1:pos:R:3:mulliken_charge:R:1
C -2.652 1.737 -1.678 -0.853
C -1.466 1.142 -1.748 -0.029
C -1.194 -0.226 -1.237 -0.701
C -0.064 -0.259 -0.192 1.217
C 0.351 -1.706 -0.049 0.219
O -0.330 -2.523 0.534 -0.672
N 1.537 -2.150 -0.640 -0.131
C 2.340 -1.422 -1.643 -0.705
H -3.570 1.632 -1.109 0.305
H -2.741 2.589 -2.387 0.222
H -0.600 1.571 -2.276 0.164
H -0.888 -0.801 -2.135 0.284
H -2.105 -0.770 -0.998 0.438
H 0.845 0.218 -0.652 -0.518
H -0.135 0.153 0.820 -0.149
H 1.832 -3.026 -0.296 0.289
H 2.664 -0.403 -1.383 0.205
H 1.850 -1.305 -2.628 0.250
H 3.218 -2.223 -1.820 0.287
O -2.565 -2.233 3.018 -0.590
H -3.108 -1.464 2.863 0.301
H -1.613 -2.138 3.103 0.332
O 1.605 2.229 1.870 -0.626
H 0.943 1.584 2.122 0.324
H 2.381 2.176 2.422 0.299
O 1.510 2.560 -1.318 -0.563
H 1.818 2.323 -0.446 0.298
H 1.930 3.276 -1.782 0.262
O -0.290 -0.077 3.007 -0.677
H -0.361 0.028 3.966 0.330
H -1.143 -0.492 2.689 0.188
```

Its gap between HOMO and LUMO is 9.53 eV. For the HOMO energy, the calculation gives -9.1918 eV. The value obtained for the relative energy (zero: lowest compared OMol25 entry of this formula, charge and spin) is 2.196 eV. The LUMO energy comes out at 0.0125 Eh. Its structure (SMILES) is C=CCCC(=O)NC.O.O.O.O.

***

(4)
This record from OMol25 describes a molecular structure, C7H16O. The level of theory is wB97M-V/def2-TZVPD.

XYZ file:
```
24
Properties=species:S:1:pos:R:3:mulliken_charge:R:1
C 0.624 -0.671 0.424 1.084
C -1.189 0.701 -0.929 0.420
C -0.790 -0.676 0.471 -1.163
C 0.533 -2.180 1.855 -1.214
C 1.421 0.431 1.066 -1.698
C -0.672 0.430 -2.325 -1.297
C -0.929 2.111 -0.456 -1.335
O 1.200 -1.237 -0.677 -0.454
H 2.158 -1.108 -0.659 0.354
H -2.264 0.499 -0.908 0.285
H -1.245 -0.208 1.334 0.347
H -1.288 -1.537 0.040 0.401
H 0.854 0.920 1.857 0.310
H -0.262 -2.922 1.787 0.387
H 0.545 -1.697 2.832 0.330
H 1.479 -2.681 1.647 0.363
H 2.341 0.024 1.496 0.494
H 1.737 1.170 0.325 0.433
H 0.392 0.667 -2.438 0.244
H -1.175 1.068 -3.068 0.438
H -0.855 -0.603 -2.634 0.312
H -1.274 2.266 0.571 0.310
H 0.128 2.386 -0.536 0.215
H -1.469 2.846 -1.074 0.433
```

Its gap between HOMO and LUMO is 7.92 eV. For the HOMO energy, the calculation gives -7.1230 eV. The value obtained for the relative energy (zero: lowest compared OMol25 entry of this formula, charge and spin) is 3.736 eV. The LUMO energy comes out at 0.0292 Eh.

***

(5)
This record from OMol25 describes a single C3H4N2O molecule. The level of theory is wB97M-V/def2-TZVPD.

XYZ file:
```
10
Properties=species:S:1:pos:R:3:mulliken_charge:R:1
N 2.211 1.119 -1.106 -0.388
C 1.488 0.576 -0.386 0.239
C 0.721 -0.129 0.654 -0.301
N -0.571 -0.622 0.217 -0.173
C -1.396 0.105 -0.594 0.035
O -1.103 1.171 -1.085 -0.516
H 0.637 0.548 1.515 0.235
H 1.326 -0.989 0.958 0.301
H -0.944 -1.437 0.683 0.226
H -2.363 -0.402 -0.770 0.343
```

Its gap between HOMO and LUMO is 10.77 eV. For the HOMO energy, the calculation gives -10.3611 eV. The value obtained for the relative energy (zero: lowest compared OMol25 entry of this formula, charge and spin) is 0.905 eV. The LUMO energy comes out at 0.0152 Eh. Its structure (SMILES) is N#CCNC=O.

***

(6)
This record from OMol25 describes a molecular structure, C36H25Br2N2O7PSe2V. The level of theory is wB97M-V/def2-TZVPD.

XYZ file:
```
76
Properties=species:S:1:pos:R:3:lowdin_spin:R:1
V 0.715 0.973 -0.304 1.894
Se 2.676 -2.250 2.122 0.002
P 0.856 -2.596 1.080 0.003
Se 0.472 -1.583 -0.826 -0.005
C 0.676 -4.392 0.734 0.000
C 0.272 -4.898 -0.495 -0.001
C 0.116 -6.270 -0.672 0.000
C 0.357 -7.140 0.379 0.000
C 0.762 -6.639 1.610 0.000
C 0.925 -5.274 1.785 0.000
C -0.600 -2.326 2.159 0.000
C -1.832 -2.860 1.785 0.000
C -2.935 -2.715 2.613 0.000
C -2.821 -2.010 3.806 0.000
C -1.601 -1.458 4.167 0.000
C -0.488 -1.624 3.351 0.000
H 0.080 -4.220 -1.316 -0.001
H -0.198 -6.653 -1.635 0.000
H 0.232 -8.208 0.241 0.000
H 0.955 -7.314 2.435 0.000
H 1.262 -4.879 2.736 0.000
H -1.932 -3.386 0.843 0.000
H -3.889 -3.137 2.318 0.000
H -3.688 -1.881 4.444 0.000
H -1.511 -0.895 5.088 0.000
H 0.473 -1.206 3.624 0.000
Br -3.779 2.673 -1.967 0.002
C -2.213 2.338 -2.964 0.008
C -2.192 2.625 -4.336 -0.002
C -1.082 2.375 -5.095 0.009
Br -1.120 2.785 -6.950 0.001
C 0.079 1.818 -4.510 -0.001
C 1.276 1.490 -5.185 0.008
C 2.317 0.933 -4.498 -0.002
C 2.190 0.706 -3.116 0.010
N 1.100 1.017 -2.463 -0.008
C 0.040 1.551 -3.126 0.000
C -1.117 1.794 -2.307 -0.002
O -1.078 1.497 -1.056 0.006
H -3.076 3.046 -4.794 0.000
H 1.351 1.678 -6.248 0.001
H 3.237 0.664 -4.997 0.000
H 2.987 0.254 -2.538 0.000
C 4.915 0.886 0.605 0.002
C 3.639 1.511 0.114 0.016
O 2.643 0.765 0.112 0.012
C 3.586 2.878 -0.332 0.005
C 4.780 3.617 -0.501 0.003
C 4.769 4.914 -0.929 0.003
C 3.526 5.529 -1.193 0.004
C 2.350 4.855 -1.030 0.000
C 2.325 3.497 -0.592 0.005
O 1.187 2.922 -0.446 0.009
H 4.660 -0.065 1.069 0.000
H 5.432 1.536 1.309 0.000
H 5.585 0.700 -0.239 0.001
H 5.727 3.133 -0.296 0.000
H 5.692 5.462 -1.061 0.000
H 3.503 6.560 -1.529 0.000
H 1.393 5.320 -1.225 0.000
O -0.378 2.514 2.647 -0.003
C -0.811 1.531 2.081 0.005
O -0.094 0.668 1.406 0.013
C -2.280 1.194 2.145 0.000
C -3.077 1.806 3.101 0.000
C -4.435 1.524 3.175 0.000
C -5.007 0.637 2.278 0.000
C -4.195 0.057 1.319 0.000
C -2.839 0.306 1.236 0.000
N -4.802 -0.893 0.370 0.000
O -4.119 -1.311 -0.540 0.000
O -5.976 -1.189 0.534 0.000
H -2.610 2.506 3.781 0.000
H -5.050 1.999 3.929 0.000
H -6.060 0.396 2.303 0.000
H -2.231 -0.168 0.478 0.000
```

Its gap between HOMO and LUMO (spin up / spin down) is 7.00 / 6.94 eV. The spin multiplicity is 3. For the HOMO energy (spin up / spin down), the calculation gives -5.0009 / -5.0484 eV. The value obtained for the relative energy (zero: lowest compared OMol25 entry of this formula, charge and spin) is 0.185 eV. As for the net charge: -1. The LUMO energy (spin up / spin down) comes out at 0.0735 / 0.0695 Eh.

***

(7)
This record from OMol25 describes 4 unconnected molecules or ions with the total composition C3H13O3S. The level of theory is wB97M-V/def2-TZVPD.

XYZ file:
```
20
Properties=species:S:1:pos:R:3:lowdin_spin:R:1
C -2.500 1.307 -0.690 0.040
C -1.099 1.796 -1.245 0.009
C -0.022 1.028 -0.478 0.081
S -0.418 -0.725 -0.365 0.816
H -2.668 0.192 -1.102 0.019
H -2.615 1.392 0.355 0.001
H -3.379 1.837 -1.094 0.003
H -1.002 2.936 -1.067 0.000
H -1.102 1.453 -2.288 0.000
H 1.011 1.157 -0.786 0.022
H -0.136 1.739 0.438 0.003
H 4.255 0.997 0.967 0.000
H 3.169 0.513 1.896 0.000
O 4.083 0.960 1.945 0.000
H -1.041 -2.566 -1.411 0.004
H -2.230 -3.384 -1.432 0.000
O -1.270 -3.475 -1.621 0.000
H 1.446 -0.797 2.247 0.001
H 0.586 0.203 1.643 0.001
O 1.203 0.157 2.421 0.002
```

Its gap between HOMO and LUMO (spin up / spin down) is 10.70 / 7.04 eV. The spin multiplicity is 2. For the HOMO energy (spin up / spin down), the calculation gives -10.3226 / -9.9643 eV. The value obtained for the relative energy (zero: lowest compared OMol25 entry of this formula, charge and spin) is 1.346 eV. The LUMO energy (spin up / spin down) comes out at 0.0140 / -0.1073 Eh.

***

Question: Which of these has the lowest relative energy (zero: lowest compared OMol25 entry of this formula, charge and spin)?
Answer: C5H9N

***

Question: Which of these has the highest relative energy (zero: lowest compared OMol25 entry of this formula, charge and spin)?
Answer: C3H4N2O2

***

Question: Which formula does entry 3 have?
Answer: C6H19NO5